Formula: C23H49Cl2N3O24
Source: the OMol25 dataset
Level of theory: the ωB97M-V functional and the def2-TZVPD basis

Structure (XYZ):
```
101
Properties=species:S:1:pos:R:3:forces:R:3
C 19.6874 1.3569 -0.3753 -0.3 -0.1 -0.3
N 19.4831 0.9950 1.0534 0.2 0.4 0.1
O 20.4820 0.7339 1.6951 -0.3 -0.1 0.0
O 18.3515 1.0283 1.5099 0.3 -0.2 -0.1
H 19.8754 0.4422 -0.9322 0.1 -0.1 0.1
H 20.5362 2.0244 -0.4162 0.1 0.0 0.0
H 18.7820 1.8223 -0.7489 0.0 0.1 0.1
C 18.0968 2.5933 4.2872 0.9 -0.3 0.1
N 19.3572 3.2956 4.6710 0.1 0.1 0.8
O 20.3258 2.6108 4.9465 0.0 -0.2 -0.3
O 19.3398 4.5017 4.7619 -0.2 0.1 -0.3
H 17.9750 2.7972 3.2275 -0.4 0.1 0.1
H 17.3252 2.9324 4.9613 -0.3 0.4 -0.2
H 18.2973 1.5453 4.4743 -0.1 -0.1 -0.3
C 15.1332 2.0162 2.3241 -0.8 -0.4 -0.3
N 15.6942 2.3244 0.9802 0.7 -0.1 0.9
O 15.4375 1.5583 0.0899 -0.3 -0.2 -0.6
O 16.4232 3.2894 0.8984 0.1 0.4 -0.2
H 14.0596 2.1768 2.2218 0.1 0.1 0.2
H 15.5668 2.6378 3.0891 0.1 0.2 0.0
H 15.2727 0.9534 2.4905 0.2 0.0 0.1
C 19.4614 -1.8962 3.7026 0.2 0.4 0.1
O 20.8144 -1.6891 4.1320 -0.5 0.8 -0.3
C 21.6309 -2.7152 4.2165 -0.3 0.4 -0.1
O 21.3045 -3.8612 4.1792 -0.2 -1.3 0.0
O 22.8562 -2.2453 4.3583 0.6 0.4 0.3
C 23.8412 -3.2021 4.7262 -0.1 -1.0 -0.7
H 19.0305 -2.8287 4.0601 0.2 -0.1 0.0
H 19.4155 -1.8275 2.6156 0.0 -0.2 0.0
H 18.9239 -1.0448 4.1184 -0.1 -0.1 -0.1
H 24.7880 -2.8713 4.3161 0.1 0.3 0.4
H 23.6209 -4.1578 4.2413 -0.1 0.1 0.1
H 23.8398 -3.3908 5.7963 0.2 0.4 0.1
C 18.2003 5.9477 -0.3559 0.3 0.4 -0.6
O 19.3471 5.0913 -0.3369 -0.4 -0.3 -0.1
C 19.9696 4.9990 0.8393 0.2 -0.2 -0.4
O 19.7611 5.6722 1.8025 -0.1 0.4 0.6
O 20.8600 4.0213 0.7259 0.1 -0.4 -0.3
C 21.8676 3.8763 1.7406 0.0 0.1 -0.2
H 17.4247 5.6105 0.3228 0.1 0.1 0.3
H 17.8163 5.9125 -1.3741 0.1 -0.2 0.0
H 18.5342 6.9728 -0.1906 -0.3 0.0 0.4
H 21.4257 3.6806 2.7144 0.0 0.2 0.1
H 22.5054 4.7556 1.7049 0.0 0.0 0.4
H 22.4418 3.0056 1.4460 0.0 -0.1 0.0
C 23.1826 0.9861 4.0002 0.4 0.4 -0.6
O 24.0350 2.0791 3.5572 -0.1 -0.1 0.0
C 24.7271 2.7070 4.4949 -0.3 0.2 -0.4
O 24.7290 2.4767 5.6720 0.0 -0.3 0.5
O 25.4023 3.6935 3.9073 0.3 0.0 -0.4
C 26.2372 4.4543 4.7635 0.1 0.2 0.7
H 22.8428 0.5682 3.0587 -0.1 -0.2 0.1
H 22.3454 1.3731 4.5668 0.0 -0.1 0.2
H 23.7822 0.2705 4.5509 -0.2 -0.1 0.2
H 26.6505 5.2644 4.1741 -0.1 0.0 -0.1
H 27.0536 3.8691 5.1954 -0.1 -0.2 -0.2
H 25.6640 4.8352 5.6132 0.0 0.1 -0.2
C 25.0911 8.9412 2.4243 0.5 -0.7 -0.7
O 24.4107 8.5676 3.6091 0.0 0.1 0.3
C 23.7592 7.4062 3.5459 0.1 -0.2 0.1
O 23.8107 6.6146 2.6446 0.1 -0.1 -0.6
O 23.0638 7.2470 4.6528 -0.3 0.6 0.4
C 22.2814 6.0600 4.7268 0.1 -0.8 0.0
H 24.3721 9.1225 1.6271 0.0 0.4 0.0
H 25.7396 8.1434 2.0500 -0.1 -0.1 0.3
H 25.7372 9.7769 2.6614 -0.3 0.3 0.0
H 21.6593 6.1360 5.6103 0.0 0.1 0.1
H 22.9548 5.2035 4.8234 -0.1 0.0 0.0
H 21.6524 5.8982 3.8539 0.0 0.3 -0.1
C 12.1860 1.0884 6.5979 -1.2 0.1 -0.5
O 13.1374 1.1253 7.6344 0.2 -0.3 0.3
C 14.3963 1.2789 7.2274 0.2 -0.1 0.6
O 14.7364 1.5833 6.1257 0.3 0.3 -1.3
O 15.1950 1.0621 8.2493 0.2 0.1 0.7
C 16.6201 1.2218 8.0945 0.0 -0.2 0.0
H 12.1870 1.9932 5.9925 0.2 0.0 0.0
H 11.2104 1.0119 7.0741 0.1 0.0 0.2
H 12.2775 0.2202 5.9447 0.4 0.0 0.1
H 17.0474 0.2957 7.7128 0.0 0.0 -0.1
H 16.9946 1.4018 9.0948 0.0 0.0 0.0
H 16.9059 2.0528 7.4537 -0.3 0.1 -0.1
C 21.8634 2.4754 7.5704 -0.6 1.2 0.6
O 21.7422 1.1932 6.9961 1.3 0.2 -0.2
C 20.9719 0.3292 7.6155 -0.7 0.7 -0.5
O 20.2437 0.5597 8.5468 0.0 -0.2 0.4
O 21.0365 -0.7910 6.9167 0.1 -0.9 -0.1
C 20.0428 -1.7574 7.2379 -0.3 0.3 0.3
H 20.9405 3.0317 7.3911 0.0 -0.1 0.2
H 22.6592 3.0595 7.1190 0.2 -0.6 -0.4
H 22.0494 2.4416 8.6439 -0.1 -0.3 0.0
H 20.2371 -2.6483 6.6532 0.2 0.0 0.0
H 19.0633 -1.3520 6.9772 -0.1 -0.1 0.0
H 20.0442 -1.9585 8.3075 0.0 -0.2 0.0
Cl 17.2897 4.4185 9.4176 0.2 0.2 0.0
C 16.0441 5.6218 8.9904 -0.4 -0.5 0.6
C 15.2598 5.1769 7.7835 0.1 0.9 0.0
Cl 16.3018 5.2286 6.3347 -0.1 -0.3 -0.1
H 16.4850 6.6057 8.8790 0.2 -0.1 -0.2
H 15.3692 5.6606 9.8470 0.0 0.0 0.0
H 14.4856 5.9272 7.6176 -0.1 -0.2 -0.1
H 14.8025 4.2027 7.9209 0.2 -0.1 -0.1
```
Positions in Å, forces in eV/Å.

The frontier orbital gap comes out at 10.589 eV. The relative energy (zero: lowest compared OMol25 entry of this formula, charge and spin) comes out at 0.0 kJ/mol. As for the structure (SMILES): C[N+](=O)[O-].C[N+](=O)[O-].C[N+](=O)[O-].COC(=O)OC.COC(=O)OC.COC(=O)OC.COC(=O)OC.COC(=O)OC.COC(=O)OC.ClCCCl.

=====

Formula: C33H49N7O9S2Sr
Source: the OMol25 dataset
Level of theory: the ωB97M-V functional and the def2-TZVPD basis

Structure (XYZ):
```
101
Properties=species:S:1:pos:R:3:forces:R:3
Sr 0.7888 0.0808 -0.8070 -1.1 -3.4 -1.0
O 2.6348 3.5262 -0.3928 -0.1 -0.1 -0.2
C 2.1695 2.4520 0.2280 1.1 0.2 1.0
O 2.5175 1.3121 -0.0322 1.1 1.5 0.6
C 1.3316 2.8378 1.4317 -0.2 0.0 0.0
O 0.6001 1.7910 2.0025 0.1 0.0 -0.2
C 1.3447 0.8913 2.8135 0.1 -0.2 0.0
C 1.6174 -0.4773 2.1613 0.1 -0.1 0.4
O 2.4371 -1.1902 2.7594 0.1 0.0 -0.1
O 0.9610 -0.7599 1.1256 0.3 -1.0 2.8
H 2.8480 3.2506 -1.3134 0.1 0.0 0.1
H 0.6131 3.5847 1.0991 0.1 0.1 0.0
H 2.0087 3.3107 2.1557 0.0 0.0 0.0
H 0.7621 0.7080 3.7207 0.0 0.0 0.0
H 2.3025 1.3252 3.1111 0.0 0.0 0.0
C 4.4452 0.5583 -4.2949 0.0 0.0 0.0
N 4.9250 -0.2248 -3.1709 0.1 0.0 -0.1
C 6.1750 -0.9500 -3.3716 0.0 0.0 0.0
C 3.9913 -0.7375 -2.2918 0.0 -0.1 -0.3
N 2.7286 -0.5184 -2.3433 0.6 -0.3 -0.1
N 4.5899 -1.5347 -1.3222 -0.2 0.2 0.1
C 3.9227 -2.1811 -0.2643 -0.4 -0.5 -0.3
N 4.6581 -2.1828 0.8993 0.2 0.2 0.7
N 2.8296 -2.7948 -0.4605 -0.1 0.3 -0.2
H 5.2887 1.0770 -4.7456 0.0 0.0 0.0
H 3.7341 1.3057 -3.9555 0.0 0.1 0.0
H 3.9649 -0.0654 -5.0599 0.0 0.0 0.0
H 6.6165 -0.6337 -4.3128 0.0 0.0 0.0
H 6.0127 -2.0295 -3.4111 0.0 0.0 0.0
H 6.8988 -0.7363 -2.5803 0.0 0.0 0.0
H 2.4759 0.0717 -3.1259 0.2 -0.1 -0.2
H 5.5318 -1.2659 -1.0943 0.0 0.0 -0.1
H 5.3436 -1.4468 0.9803 -0.1 0.1 0.0
H 4.0660 -2.1831 1.7302 -0.1 -0.1 -0.1
H 2.4655 -3.1774 0.4088 0.0 0.1 0.0
N 0.1371 -2.1835 -2.0378 0.0 -0.4 -0.4
C -0.7659 -2.2404 -3.1949 -0.1 -0.1 0.0
C -2.2037 -2.5461 -2.7616 0.1 0.1 0.2
C -2.6279 -1.7776 -1.5080 0.0 0.1 -0.2
C -2.5860 -0.2524 -1.6850 0.0 -0.2 0.1
N -1.8133 0.3645 -0.5920 -0.5 0.2 -0.1
H 1.1052 -2.2434 -2.3511 0.0 0.0 0.2
H -0.0047 -2.9981 -1.4475 0.0 0.0 0.2
H -0.4601 -3.0016 -3.9233 0.0 0.1 0.0
H -0.7156 -1.2745 -3.7007 0.0 0.0 0.0
H -2.2874 -3.6158 -2.5478 0.0 0.0 0.0
H -2.8831 -2.3256 -3.5902 0.0 -0.1 0.0
H -1.9367 -2.0282 -0.7034 -0.1 -0.1 0.1
H -3.6275 -2.1080 -1.2144 0.0 0.0 0.1
H -3.6048 0.1489 -1.7460 0.1 0.1 -0.1
H -2.0689 -0.0112 -2.6145 -0.1 0.1 0.0
H -2.3586 0.3459 0.2621 0.1 0.0 0.1
H -1.6291 1.3424 -0.7953 -0.2 0.1 0.1
O -0.8215 -3.0684 1.2847 0.4 -0.2 -0.2
S -2.0297 -2.8380 2.0998 -0.2 0.0 0.5
C -1.9008 -1.1411 2.8363 -0.1 -0.5 -0.1
C -3.2632 -0.7154 3.2878 -0.2 0.0 0.1
C -3.5259 -0.4619 4.6311 0.1 0.0 0.0
C -4.8027 -0.1246 5.0548 0.0 0.0 0.0
C -5.8416 -0.0387 4.1400 0.0 0.0 0.0
C -5.5922 -0.2812 2.7966 0.0 0.0 0.0
C -4.3157 -0.6188 2.3763 0.1 0.0 0.0
C -1.8631 -3.9319 3.6124 -0.2 0.4 -0.2
C -1.0595 -3.4006 4.7527 0.1 0.1 0.0
C 0.2829 -3.0708 4.5704 0.0 0.0 0.0
C 1.0184 -2.5206 5.6083 0.0 0.0 0.0
C 0.4237 -2.3026 6.8444 0.0 0.0 0.0
C -0.9050 -2.6508 7.0406 0.0 0.0 0.0
C -1.6442 -3.1918 5.9984 0.0 0.0 0.0
H -1.4948 -0.5581 2.0095 0.0 0.0 -0.1
H -1.1769 -1.1338 3.6465 0.1 0.0 0.0
H -2.7208 -0.5317 5.3517 0.0 0.0 0.0
H -4.9867 0.0658 6.1047 0.0 0.0 0.0
H -6.8418 0.2038 4.4749 0.0 0.0 0.0
H -6.3979 -0.2157 2.0765 0.0 0.0 0.0
H -4.1277 -0.8246 1.3275 0.0 0.0 0.0
H -1.3956 -4.8161 3.1793 -0.1 0.0 -0.1
H -2.8852 -4.1646 3.9134 0.0 -0.1 0.0
H 0.7480 -3.2084 3.6016 0.0 0.0 0.0
H 2.0503 -2.2500 5.4283 0.0 0.0 0.0
H 0.9927 -1.8644 7.6546 0.0 0.0 0.0
H -1.3715 -2.4891 8.0047 0.0 0.0 0.0
H -2.6863 -3.4497 6.1499 0.0 0.0 0.0
C -2.5252 6.5147 -5.3396 0.1 -0.1 0.0
C -1.7201 5.4383 -4.6636 0.0 0.0 0.0
C -2.3536 4.3529 -4.0626 0.1 0.0 0.0
C -1.6179 3.3532 -3.4499 -0.1 -0.1 0.0
C -0.2346 3.4332 -3.4334 0.1 -0.1 0.1
C 0.4128 4.5049 -4.0233 0.2 -0.1 0.0
C -0.3291 5.4997 -4.6397 -0.1 0.0 0.0
S 0.6824 2.1777 -2.5708 -0.6 2.4 -2.1
O 2.0950 2.4613 -2.8027 -0.1 0.0 0.2
O 0.2539 0.8952 -3.0969 -0.1 -0.1 -0.5
O 0.2657 2.3301 -1.1703 -0.3 1.1 -0.2
H -3.5693 6.4728 -5.0338 0.0 0.0 0.0
H -2.4845 6.3915 -6.4237 0.0 0.0 0.0
H -2.1324 7.5032 -5.1024 0.0 0.0 0.0
H -3.4349 4.2931 -4.0745 0.0 0.0 0.0
H -2.1124 2.5034 -2.9932 0.0 0.0 0.0
H 1.4939 4.5425 -3.9963 0.0 0.1 0.0
H 0.1752 6.3371 -5.1064 0.0 0.0 0.0
```
Positions in Å, forces in eV/Å.

The frontier orbital gap comes out at 8.744 eV. The relative energy (zero: lowest compared OMol25 entry of this formula, charge and spin) comes out at 165.9 kJ/mol.

=====

Formula: C17H24O4S
Source: the OMol25 dataset
Level of theory: the ωB97M-V functional and the def2-TZVPD basis

Structure (XYZ):
```
46
Properties=species:S:1:pos:R:3:forces:R:3
C -5.5669 -2.3647 1.4577 -0.3 -0.2 -0.3
C -4.9786 -1.3958 2.4717 -0.3 0.5 -1.5
S -3.2838 -1.8699 2.8813 0.5 0.1 0.2
C -2.3480 -1.6684 1.3021 -0.3 -0.4 0.1
C -0.9491 -1.1096 1.5060 1.4 -0.1 0.8
C -0.0596 -2.0517 2.3809 0.2 0.3 -0.1
O -1.0096 0.1080 2.2370 -0.4 0.6 0.0
C -0.2164 -0.8688 0.1216 -0.4 0.3 0.6
C -0.9765 0.0776 -0.8537 0.8 -0.7 0.2
C -0.0453 1.0622 -1.6024 -1.2 0.8 1.1
C 1.2750 0.5081 -2.0049 1.5 -0.9 -1.7
C 1.9525 -0.4014 -1.0441 0.6 0.5 0.2
C 3.1018 -1.2289 -1.1752 -1.0 0.2 -1.7
C 3.6096 -2.0539 -0.0084 -0.2 0.2 0.4
C 3.8258 -1.5554 -2.4360 -2.0 2.4 0.2
C 3.7625 -0.8482 -3.6204 0.0 -1.2 0.7
O 4.5578 -1.3147 -4.6510 -0.7 0.2 1.1
C 2.9908 0.3752 -3.9185 0.6 0.9 -0.3
O 3.4402 1.0382 -4.8656 -0.6 -0.1 -0.5
C 1.7573 0.8736 -3.2714 -0.5 -0.6 0.4
O 1.0141 1.7716 -4.0569 0.8 -0.9 1.1
C 1.2090 -0.3239 0.3241 0.1 -0.2 -1.2
H -5.5435 -3.3852 1.8214 0.2 -0.2 0.2
H -6.6281 -2.1699 1.2708 0.2 0.3 -0.2
H -5.0162 -2.3549 0.5205 -0.1 0.1 -0.2
H -5.6223 -1.5030 3.3482 0.6 0.5 0.3
H -4.9954 -0.3518 2.0239 -0.1 -1.1 0.9
H -2.9064 -1.0431 0.6181 -0.2 0.3 0.0
H -2.2435 -2.6338 0.8266 -0.1 -0.4 -0.1
H 0.8410 -1.5276 2.7632 -0.6 -0.1 -0.4
H 0.2837 -2.9309 1.8464 0.0 -0.3 -0.2
H -0.5795 -2.3868 3.2710 -0.4 -0.1 0.1
H -1.5593 -0.0290 3.0417 0.4 -0.1 -0.8
H -0.1142 -1.8623 -0.3415 -0.1 0.2 0.1
H -1.4826 -0.5252 -1.6030 -0.3 -0.1 0.0
H -1.7044 0.6408 -0.2839 -0.2 0.2 0.0
H 0.0661 1.9454 -0.9198 0.2 -0.5 -0.7
H -0.6395 1.4033 -2.4596 0.6 0.1 0.1
H 4.5928 -2.4931 -0.2111 -0.3 0.1 -0.1
H 3.7238 -1.4169 0.8745 0.0 -0.2 0.0
H 2.9090 -2.8638 0.2479 0.2 0.2 0.0
H 4.4889 -2.3873 -2.4358 0.5 -0.5 0.2
H 4.4872 -0.7203 -5.4057 -0.2 0.5 0.0
H 1.4735 1.9898 -4.8908 0.4 -0.5 0.6
H 1.1642 0.6892 0.7368 0.0 0.0 -0.3
H 1.7343 -0.9075 1.0358 0.4 -0.5 0.6
```
Positions in Å, forces in eV/Å.

The frontier orbital gap comes out at 7.964 eV. The relative energy (zero: lowest compared OMol25 entry of this formula, charge and spin) comes out at 14.4 kJ/mol. As for the structure (SMILES): CCSC[C@](C)(O)[C@H]1CCc2c(c(C)cc(O)c(=O)c2O)C1.